No. 1
Molecular formula: C43H37N6O5STi
Method: DFT, ωB97M-V/def2-TZVPD

Calculated values
Energy above the lowest of the compared OMol25 structures with the same formula, charge and spin ... 14.4 kcal per mole
Net charge ... 0
<S²> ... 0.79
Multiplicity ... 2
Kohn-Sham gap (spin up / spin down) ... 5.7 / 6.3 eV

Last column: Mulliken spin population.
Cartesian coordinates (Å):
Ti: -0.140 0.184 0.313  0.340
C: -1.209 -5.207 0.965  -0.003
C: -1.279 -3.964 1.643  0.002
N: -1.543 -2.830 1.053  -0.005
C: -1.773 -2.836 -0.287  -0.006
C: -1.761 -4.022 -1.049  0.003
C: -1.453 -5.228 -0.374  0.002
C: -2.062 -3.986 -2.433  0.013
C: -2.354 -2.796 -3.034  -0.002
C: -2.351 -1.598 -2.285  -0.012
C: -2.067 -1.600 -0.941  0.017
N: -2.035 -0.399 -0.179  0.017
C: -3.025 0.556 -0.374  0.002
C: -4.307 0.338 -0.834  -0.003
C: -5.242 1.397 -0.894  0.001
C: -4.926 2.669 -0.504  -0.001
C: -3.613 2.935 -0.036  0.002
C: -3.166 4.210 0.381  0.001
C: -1.874 4.390 0.774  0.000
C: -0.998 3.281 0.756  -0.001
N: -1.391 2.083 0.393  -0.008
C: -2.685 1.887 0.007  0.005
H: -0.975 -6.108 1.516  0.000
H: -1.096 -3.920 2.710  0.000
H: -1.420 -6.152 -0.940  0.000
H: -2.041 -4.908 -3.001  0.000
H: -2.553 -2.745 -4.095  0.000
H: -2.543 -0.661 -2.789  0.000
H: -4.606 -0.654 -1.141  0.000
H: -6.237 1.176 -1.257  0.000
H: -5.648 3.473 -0.560  0.000
H: -3.862 5.041 0.381  0.000
H: -1.498 5.352 1.091  0.000
H: 0.042 3.383 1.035  0.009
C: -1.712 -0.020 3.155  0.000
O: -0.560 0.450 2.426  -0.001
C: 0.519 0.993 3.103  0.024
C: 0.578 1.052 4.481  -0.007
C: 1.704 1.625 5.073  0.014
C: 2.728 2.122 4.289  -0.002
C: 2.657 2.060 2.903  0.039
C: 1.549 1.486 2.291  -0.053
N: 1.369 1.398 0.881  0.004
N: 2.306 1.991 0.173  0.416
C: 2.140 2.055 -1.182  -0.024
C: 1.093 1.533 -1.939  0.113
O: 0.192 0.703 -1.391  -0.011
C: 0.916 1.842 -3.307  -0.047
C: 1.842 2.599 -3.955  0.106
C: 3.003 3.067 -3.268  -0.019
C: 4.003 3.792 -3.959  0.030
C: 5.130 4.219 -3.317  -0.026
C: 5.296 3.937 -1.947  0.028
C: 4.339 3.250 -1.252  -0.027
C: 3.165 2.796 -1.896  -0.020
H: -2.137 0.825 3.697  0.001
H: -2.387 -0.408 2.400  0.000
H: -1.392 -0.825 3.812  0.000
H: -0.218 0.645 5.085  0.000
H: 1.766 1.673 6.152  0.001
H: 3.596 2.571 4.755  -0.001
H: 3.447 2.447 2.277  -0.001
H: 0.051 1.436 -3.814  0.007
H: 1.719 2.836 -5.004  0.003
H: 3.858 3.996 -5.013  0.001
H: 5.894 4.764 -3.857  -0.001
H: 6.194 4.266 -1.439  0.002
H: 4.470 3.034 -0.203  0.003
O: 0.667 -1.992 3.106  0.009
C: 1.455 -1.944 2.180  0.005
C: 2.867 -2.499 2.269  0.001
C: 3.519 -2.060 0.978  -0.004
C: 2.368 -1.501 0.168  0.029
O: 2.475 -1.154 -0.989  0.014
N: 1.206 -1.408 0.920  0.004
H: 2.796 -3.583 2.368  0.000
H: 3.331 -2.119 3.178  0.000
H: 4.010 -2.852 0.414  0.001
H: 4.240 -1.251 1.111  0.002
O: 0.009 -1.982 -4.584  -0.001
S: 0.818 -1.639 -3.360  0.007
C: 1.511 -3.217 -2.775  -0.002
C: 3.001 -3.260 -3.124  0.001
C: 3.165 -2.366 -4.352  0.001
C: 2.420 -1.092 -3.971  0.004
H: 0.913 -3.937 -3.337  -0.001
H: 1.308 -3.329 -1.711  0.003
H: 3.347 -4.281 -3.293  0.000
H: 3.569 -2.840 -2.293  0.000
H: 2.674 -2.821 -5.216  0.000
H: 4.208 -2.183 -4.611  0.000
H: 2.199 -0.409 -4.789  -0.002
H: 2.919 -0.562 -3.160  0.001

No. 2
Molecular formula: C14H22F5GaNO16P2S2
Method: DFT, ωB97M-V/def2-TZVPD

Calculated values
Net charge ... -1
Kohn-Sham gap ... 7.9 eV

Last column: Mulliken charge in e.
Cartesian coordinates (Å):
C: 5.326 3.018 -1.309  -0.972
P: 3.934 2.354 -2.354  0.281
C: 3.235 3.871 -3.150  -1.140
Ga: 2.344 1.618 -0.832  -0.042
S: 2.834 1.827 1.384  -0.451
P: 1.829 -0.641 -1.114  0.625
N: 1.866 -1.288 -2.520  -0.842
O: 2.806 -1.475 -0.080  -0.477
O: 0.382 -0.798 -0.399  -0.035
S: 0.237 2.718 -1.170  0.887
O: -0.711 2.521 -0.090  -0.522
O: -0.244 2.566 -2.527  -0.657
F: 0.585 4.316 -1.064  -0.304
H: 5.209 2.731 -0.262  0.218
H: 6.270 2.607 -1.669  0.330
H: 5.377 4.108 -1.361  0.305
H: 2.858 4.629 -2.460  0.330
H: 2.417 3.559 -3.804  0.314
H: 4.014 4.314 -3.775  0.403
H: 3.309 3.082 1.340  0.085
H: 2.198 -0.683 -3.258  0.291
H: 3.185 -0.896 0.595  0.240
H: -0.041 -1.656 -0.578  0.019
C: -0.730 -0.792 2.759  0.291
C: -2.139 -1.133 3.201  0.484
O: -2.015 -2.485 3.611  -0.346
C: -0.719 -2.716 3.942  0.591
O: -0.327 -3.700 4.485  -0.579
O: 0.053 -1.681 3.573  -0.331
F: -3.044 -1.061 2.198  -0.277
H: -0.559 -1.055 1.716  -0.216
H: -0.436 0.238 2.935  0.255
H: -2.511 -0.546 4.043  0.285
C: -2.777 0.224 -2.684  0.162
C: -2.368 -0.453 -3.979  0.236
O: -1.483 -1.451 -3.528  -0.256
C: -1.782 -1.748 -2.242  0.606
O: -1.327 -2.664 -1.636  -0.557
O: -2.653 -0.844 -1.741  -0.234
F: -1.722 0.382 -4.823  -0.282
H: -2.061 1.015 -2.441  -0.148
H: -3.795 0.602 -2.679  0.258
H: -3.188 -0.925 -4.527  0.246
C: -3.224 3.233 1.315  -0.141
C: -3.816 2.084 2.106  0.433
O: -4.619 2.747 3.063  -0.354
C: -4.965 3.967 2.562  0.581
O: -5.799 4.668 3.030  -0.533
O: -4.234 4.242 1.466  -0.346
F: -2.879 1.348 2.754  -0.325
H: -2.295 3.566 1.780  0.246
H: -3.041 3.025 0.269  0.147
H: -4.448 1.405 1.530  0.267
C: 2.388 -4.634 0.948  -0.143
C: 0.921 -4.679 1.329  0.326
O: 0.419 -5.687 0.474  -0.316
C: 1.440 -6.526 0.158  0.576
O: 1.307 -7.590 -0.351  -0.536
O: 2.621 -5.983 0.523  -0.345
F: 0.286 -3.509 1.068  -0.146
H: 2.535 -3.947 0.114  0.125
H: 3.053 -4.384 1.769  0.272
H: 0.713 -4.953 2.365  0.136

No. 3
Molecular formula: C47H55LuNO3S4Te2
Method: DFT, ωB97M-V/def2-TZVPD

Calculated values
Energy above the lowest of the compared OMol25 structures with the same formula, charge and spin ... 0.0 kcal per mole
Net charge ... -1
Kohn-Sham gap (spin up / spin down) ... 4.2 / 3.9 eV

Last column: Mulliken charge in e.
Cartesian coordinates (Å):
Lu: 0.644 0.378 -0.220  -0.133
C: 4.765 1.415 -3.185  -1.728
C: 3.802 1.359 -2.035  0.932
S: 2.327 0.469 -2.250  0.065
C: 4.013 1.957 -0.846  0.982
C: 5.229 2.763 -0.490  -1.660
S: 2.791 1.790 0.379  0.308
H: 4.417 0.867 -4.068  0.323
H: 5.730 0.979 -2.901  0.351
H: 4.928 2.452 -3.499  0.361
H: 5.952 2.824 -1.309  0.412
H: 5.756 2.322 0.365  0.258
H: 4.955 3.793 -0.233  0.247
O: 1.751 -0.661 1.478  0.324
S: 2.343 -1.294 2.700  -0.259
C: 1.776 -0.399 4.184  -0.744
C: 0.325 -0.591 4.620  -1.700
C: -0.740 0.048 3.723  3.207
C: -0.913 1.548 3.970  -1.071
S: -0.671 2.594 2.500  -0.255
O: -0.378 1.722 1.318  -0.084
C: 0.897 3.358 2.964  0.340
C: 2.074 3.056 2.273  -0.688
C: 3.275 3.671 2.629  -0.709
C: 3.305 4.594 3.673  -0.678
C: 2.134 4.909 4.360  -0.672
C: 0.930 4.298 4.003  -0.371
C: 1.505 -2.873 2.931  0.634
C: 1.925 -3.746 3.941  -0.464
C: 1.254 -4.954 4.149  -0.643
C: 0.170 -5.298 3.342  -0.562
C: -0.240 -4.441 2.322  -0.793
C: 0.429 -3.234 2.113  1.359
H: 1.996 0.660 4.026  0.252
H: 2.430 -0.738 4.996  0.663
H: 0.220 -0.178 5.632  0.769
H: 0.092 -1.654 4.731  0.294
H: -1.694 -0.429 3.984  -0.702
H: -0.568 -0.212 2.677  -1.772
H: -0.290 1.904 4.795  0.780
H: -1.952 1.733 4.270  0.358
H: 2.060 2.338 1.454  0.345
H: 4.184 3.432 2.083  0.378
H: 4.241 5.076 3.945  0.381
H: 2.156 5.638 5.168  0.367
H: 0.022 4.566 4.537  0.436
H: 2.769 -3.493 4.578  0.380
H: 1.576 -5.627 4.939  0.372
H: -0.354 -6.237 3.505  0.371
H: -1.082 -4.709 1.688  0.391
H: 0.097 -2.568 1.318  -1.073
C: -1.156 2.752 -3.279  0.610
Te: -0.236 2.973 -1.368  0.084
C: -0.659 5.049 -1.606  -1.368
C: -1.342 5.226 -2.923  0.538
C: -1.742 6.501 -3.351  -0.622
C: -2.380 6.657 -4.585  -0.565
C: -2.621 5.544 -5.396  -0.698
C: -2.224 4.271 -4.975  -0.403
C: -1.583 4.108 -3.738  0.317
H: -2.048 2.097 -3.191  -1.165
H: -0.422 2.336 -4.002  0.429
H: 0.289 5.627 -1.605  0.458
H: -1.336 5.388 -0.794  0.490
H: -1.560 7.369 -2.730  0.442
H: -2.689 7.641 -4.913  0.386
H: -3.115 5.668 -6.351  0.406
H: -2.415 3.415 -5.609  0.396
C: -2.962 -1.920 -3.793  -1.809
C: -2.626 -0.423 -3.742  2.384
C: -2.041 0.019 -5.090  -1.318
C: -3.900 0.380 -3.445  -1.532
C: -1.633 -0.180 -2.673  -0.412
N: -0.853 0.012 -1.834  -0.157
H: -3.697 -2.135 -4.576  0.476
H: -3.378 -2.268 -2.839  0.439
H: -2.069 -2.523 -3.997  0.391
H: -2.754 -0.149 -5.906  0.449
H: -1.125 -0.534 -5.328  0.348
H: -1.785 1.085 -5.084  0.020
H: -4.658 0.222 -4.220  0.441
H: -3.691 1.456 -3.397  0.310
H: -4.339 0.090 -2.483  0.273
C: -2.008 -2.378 -0.753  -1.595
C: -1.930 -1.519 0.483  0.790
O: -1.064 -0.655 0.601  -0.029
C: -2.927 -1.732 1.575  1.013
C: -2.845 -0.927 2.719  0.060
C: -3.755 -1.089 3.765  -0.604
C: -4.754 -2.057 3.674  -0.972
C: -4.843 -2.862 2.540  -0.812
C: -3.933 -2.702 1.490  -0.898
H: -1.208 -2.089 -1.442  0.008
H: -2.964 -2.226 -1.261  0.353
H: -1.866 -3.430 -0.493  0.041
H: -2.069 -0.167 2.801  0.165
H: -3.683 -0.460 4.649  0.368
H: -5.463 -2.184 4.489  0.347
H: -5.624 -3.617 2.472  0.391
H: -4.033 -3.347 0.622  0.299
Te: 1.467 -2.384 -0.917  0.440
C: 2.044 -4.368 -1.386  0.239
C: 1.139 -5.230 -2.016  -0.355
C: 1.521 -6.540 -2.326  -0.538
C: 2.806 -6.989 -2.006  -0.493
C: 3.711 -6.128 -1.376  -0.505
C: 3.330 -4.818 -1.066  -0.423
H: 0.144 -4.887 -2.266  0.247
H: 0.821 -7.207 -2.813  0.372
H: 3.101 -8.002 -2.245  0.334
H: 4.706 -6.475 -1.129  0.362
H: 4.033 -4.154 -0.579  0.353
H: 2.534 -0.307 -0.209  0.125

No. 4
Molecular formula: C45H100BrN5
Method: DFT, ωB97M-V/def2-TZVPD

Calculated values
Energy above the lowest of the compared OMol25 structures with the same formula, charge and spin ... 40.4 kcal per mole
Net charge ... +4
Kohn-Sham gap ... 6.9 eV

Last column: Mulliken charge in e.
Cartesian coordinates (Å):
C: -17.616 6.740 -9.303  -0.883
C: -17.795 5.849 -8.100  -0.674
C: -18.520 4.482 -8.389  -0.719
C: -19.758 4.684 -9.218  0.112
N: -20.376 3.365 -9.676  0.271
C: -19.581 2.771 -10.839  -0.545
C: -20.590 1.896 -11.579  -0.890
C: -21.897 2.686 -11.461  -0.190
C: -21.731 3.706 -10.322  -0.132
C: -20.620 2.398 -8.582  -1.020
H: -17.130 7.677 -9.034  0.448
H: -18.547 6.945 -9.836  -0.084
H: -16.995 6.265 -10.066  0.354
H: -18.448 6.277 -7.331  0.391
H: -16.879 5.573 -7.580  0.359
H: -18.715 4.102 -7.386  0.392
H: -17.831 3.815 -8.913  0.374
H: -19.621 5.171 -10.172  -0.262
H: -20.541 5.179 -8.637  0.221
H: -18.700 2.272 -10.449  0.482
H: -19.383 3.592 -11.532  0.219
H: -20.676 0.887 -11.167  0.338
H: -20.366 1.717 -12.629  0.518
H: -22.801 2.076 -11.423  0.249
H: -21.997 3.225 -12.407  -0.060
H: -22.520 3.740 -9.576  0.497
H: -21.586 4.648 -10.852  -0.045
H: -21.095 2.962 -7.780  0.375
H: -19.682 2.026 -8.173  0.328
H: -21.169 1.547 -8.976  0.434
C: -20.190 11.085 -15.469  -0.889
C: -19.840 9.992 -16.491  -0.814
C: -21.045 9.098 -16.856  -0.828
C: -21.568 8.236 -15.751  0.241
N: -22.480 7.094 -16.205  0.312
C: -23.267 6.580 -15.038  -0.391
C: -23.620 5.130 -15.365  -0.634
C: -22.583 4.662 -16.419  -0.472
C: -21.677 5.900 -16.677  -0.803
C: -23.454 7.538 -17.263  -1.021
H: -21.032 11.690 -15.800  0.306
H: -19.332 11.701 -15.218  0.409
H: -20.474 10.491 -14.593  0.064
H: -19.035 9.370 -16.093  0.356
H: -19.460 10.382 -17.435  0.383
H: -20.712 8.502 -17.712  0.453
H: -21.805 9.767 -17.271  0.401
H: -22.202 8.753 -15.026  -0.122
H: -20.787 7.761 -15.158  0.034
H: -24.179 7.154 -14.879  0.425
H: -22.614 6.617 -14.164  0.051
H: -24.633 4.954 -15.727  0.381
H: -23.595 4.659 -14.377  0.277
H: -23.198 4.482 -17.298  0.314
H: -22.043 3.772 -16.112  0.465
H: -21.496 5.955 -17.746  0.385
H: -20.775 5.838 -16.072  0.417
H: -24.149 8.274 -16.864  0.339
H: -24.086 6.681 -17.499  0.459
H: -22.891 7.831 -18.142  0.370
C: -18.993 10.628 -6.549  -1.416
C: -19.325 9.799 -7.796  -0.063
C: -20.806 9.557 -8.063  -0.428
C: -21.084 8.927 -9.436  -0.559
N: -22.459 9.284 -9.974  0.412
C: -22.641 8.623 -11.333  -0.264
C: -23.723 9.408 -12.065  -0.329
C: -23.482 10.850 -11.608  -0.917
C: -22.610 10.744 -10.370  -0.555
C: -23.521 8.738 -9.059  -0.818
H: -19.674 11.460 -6.358  0.341
H: -18.026 11.114 -6.670  0.392
H: -18.968 10.011 -5.652  0.361
H: -18.825 8.828 -7.814  -0.229
H: -18.935 10.383 -8.635  0.451
H: -21.305 10.531 -8.024  0.301
H: -21.234 8.934 -7.274  0.407
H: -21.003 7.841 -9.402  0.003
H: -20.353 9.282 -10.164  0.406
H: -22.841 7.559 -11.223  0.101
H: -21.675 8.728 -11.831  0.190
H: -24.702 9.122 -11.679  0.439
H: -23.645 9.325 -13.145  0.074
H: -24.417 11.407 -11.606  0.343
H: -22.913 11.350 -12.395  0.347
H: -22.861 11.384 -9.524  0.508
H: -21.596 11.076 -10.597  0.356
H: -23.441 7.664 -8.914  0.252
H: -24.462 8.938 -9.568  0.438
H: -23.448 9.275 -8.118  0.361
C: -31.552 3.265 -11.494  -1.314
C: -31.539 1.871 -10.875  -0.496
C: -30.251 1.537 -10.110  -0.326
C: -30.327 0.136 -9.485  -1.069
N: -28.967 -0.347 -8.994  0.194
C: -28.025 -0.629 -10.219  -0.088
C: -26.957 -1.616 -9.739  -0.491
C: -27.627 -2.360 -8.600  -0.832
C: -28.956 -1.766 -8.386  -0.534
C: -28.263 0.610 -8.081  -1.043
H: -30.920 3.366 -12.381  0.233
H: -31.168 3.989 -10.771  0.337
H: -32.536 3.625 -11.790  0.408
H: -31.800 1.067 -11.561  0.395
H: -32.326 1.930 -10.118  0.416
H: -29.973 2.252 -9.337  0.671
H: -29.423 1.524 -10.830  0.049
H: -30.682 -0.682 -10.112  0.413
H: -30.961 0.134 -8.597  0.550
H: -27.659 0.303 -10.644  0.425
H: -28.716 -1.089 -10.924  -0.259
H: -26.057 -1.123 -9.378  0.408
H: -26.790 -2.316 -10.556  0.268
H: -27.016 -2.370 -7.697  0.314
H: -27.718 -3.423 -8.829  0.372
H: -29.210 -1.608 -7.337  0.465
H: -29.764 -2.333 -8.849  0.375
H: -28.869 0.767 -7.190  0.396
H: -27.932 1.539 -8.535  0.317
H: -27.360 0.135 -7.690  0.485
C: -23.729 0.775 -17.362  -1.542
C: -24.030 0.554 -15.895  -0.126
C: -25.483 0.024 -15.833  -0.532
C: -26.450 0.665 -14.803  -0.786
N: -27.764 -0.047 -14.746  0.285
C: -28.648 0.665 -13.692  -0.643
C: -29.812 -0.296 -13.431  0.421
C: -29.224 -1.687 -13.772  -1.098
C: -27.786 -1.484 -14.232  -0.460
C: -28.482 0.123 -16.087  -0.876
H: -24.319 1.570 -17.826  0.384
H: -24.012 -0.099 -17.949  0.430
H: -22.677 1.006 -17.526  0.396
H: -23.878 1.446 -15.279  0.184
H: -23.427 -0.236 -15.444  0.335
H: -25.434 -1.052 -15.666  0.243
H: -25.997 0.207 -16.777  0.273
H: -26.620 1.739 -14.900  0.468
H: -26.002 0.626 -13.803  0.244
H: -28.898 1.604 -14.182  0.523
H: -28.039 0.892 -12.817  0.227
H: -30.557 0.026 -14.154  0.498
H: -30.107 -0.228 -12.390  -0.722
H: -29.743 -2.082 -14.643  0.374
H: -29.226 -2.344 -12.907  0.439
H: -27.432 -2.117 -15.042  0.517
H: -27.072 -1.572 -13.410  0.355
H: -29.456 -0.351 -16.129  0.434
H: -27.823 -0.285 -16.848  0.353
H: -28.503 1.205 -16.195  0.377
Br: -19.681 6.304 -12.888  -0.644